No. 1
The following is a DFT calculation (ωB97M-V/def2-TZVPD) of an isolated molecule of C6H11NO at a distorted geometry.

Positions of all 19 atoms, in Å:
C1 -2.412 -0.661 0.368
N1 -1.268 -0.126 -0.324
C2 -0.031 -0.414 0.023
C3 0.429 -1.609 0.809
C4 0.869 0.610 -0.363
C5 2.361 0.508 -0.449
C6 0.157 1.677 -0.893
O1 -0.781 2.365 -0.214
H1 -2.216 -1.535 0.999
H2 -2.814 0.127 1.018
H3 -3.177 -0.934 -0.362
H4 -0.283 -2.432 0.774
H5 0.609 -1.331 1.849
H6 1.371 -1.985 0.410
H7 2.839 0.746 0.504
H8 2.743 1.206 -1.198
H9 2.687 -0.485 -0.761
H10 0.575 2.267 -1.712
H11 -1.658 2.007 -0.477

Summary:
charge: 0
energy above the lowest of the compared OMol25 structures with the same formula, charge and spin: 311.6 kJ/mol
HOMO: -7.910 eV

=====

No. 2
The following is a DFT calculation (ωB97M-V/def2-TZVPD) of a structure of composition C18H31BrGeIO3Pt at a distorted geometry.

Positions of all 56 atoms, in Å:
Pt1 0.077 -0.044 0.450
C1 3.678 0.994 -1.404
C2 2.280 1.630 -1.416
C3 2.098 2.459 -2.698
C4 2.082 2.538 -0.196
O1 1.322 0.607 -1.390
Ge1 -0.185 0.140 -2.584
O2 -0.331 -1.435 -1.272
C5 -0.057 -2.793 -1.430
C6 0.704 -3.008 -2.755
C7 -1.389 -3.566 -1.482
C8 0.807 -3.290 -0.271
O3 -1.303 1.034 -1.222
C9 -2.632 1.467 -1.308
C10 -2.642 3.007 -1.307
C11 -3.244 0.955 -2.625
C12 -3.469 0.934 -0.144
H1 4.439 1.768 -1.368
H2 3.792 0.344 -0.540
H3 3.824 0.400 -2.304
H4 2.847 3.245 -2.738
H5 2.211 1.816 -3.572
H6 1.104 2.909 -2.705
H7 2.850 3.304 -0.174
H8 1.107 3.021 -0.245
H9 2.153 1.949 0.722
H10 0.088 -2.685 -3.596
H11 1.628 -2.430 -2.737
H12 0.942 -4.062 -2.875
H13 -1.971 -3.268 -2.352
H14 -1.187 -4.632 -1.542
H15 -1.971 -3.362 -0.587
H16 1.717 -2.694 -0.206
H17 0.255 -3.222 0.666
H18 1.085 -4.328 -0.433
H19 -2.111 3.388 -2.176
H20 -3.669 3.366 -1.335
H21 -2.159 3.381 -0.407
H22 -2.681 1.347 -3.473
H23 -3.203 -0.136 -2.631
H24 -4.278 1.275 -2.710
H25 -3.241 1.478 0.775
H26 -4.528 1.067 -0.353
H27 -3.274 -0.126 0.008
Br1 1.815 -1.042 2.296
C13 1.032 -0.688 4.018
C14 1.604 -1.306 5.120
C15 1.131 -1.024 6.392
C16 0.088 -0.127 6.565
C17 -0.513 0.458 5.463
C18 -0.042 0.173 4.189
I1 -1.076 1.064 2.541
H28 2.418 -1.998 4.973
H29 1.587 -1.503 7.242
H30 -0.268 0.118 7.553
H31 -1.343 1.135 5.590

Summary:
charge: +2
2S+1: 4
<S²>: 3.77
HOMO (alpha / beta): -15.386 / -15.484 eV

=====

No. 3
The following is a DFT calculation (ωB97M-V/def2-TZVPD) of an isolated molecule of C3H2ClFS2 at a distorted geometry.

Positions of all 9 atoms, in Å:
F1 -2.619 1.144 0.610
C1 -1.887 0.030 0.031
Cl1 -2.994 -1.220 -0.161
C2 -0.594 -0.048 -0.168
S1 0.623 1.347 -0.244
C3 1.990 0.277 0.018
S2 2.348 -1.360 0.215
H1 0.077 -1.040 -0.181
H2 3.058 0.868 -0.120

Summary:
charge: 0
energy above the lowest of the compared OMol25 structures with the same formula, charge and spin: 135.1 kJ/mol
HOMO: -9.192 eV

=====

No. 4
The following is a DFT calculation (ωB97M-V/def2-TZVPD) of a cluster of 17 separate species, H34O17 in total at a distorted geometry.

Positions of all 51 atoms, in Å:
O1 -0.710 -2.967 -0.583
H1 0.045 -3.094 -1.169
H2 -0.758 -3.666 0.082
O2 1.518 -0.932 -0.596
H3 1.960 -0.359 -1.209
H4 0.665 -1.301 -0.600
O3 3.063 3.769 2.544
H5 3.200 3.686 3.504
H6 2.128 4.007 2.714
O4 1.909 -0.791 4.293
H7 1.025 -1.139 4.133
H8 1.860 -0.342 5.136
O5 1.430 -4.062 0.953
H9 1.752 -3.298 0.473
H10 1.675 -3.890 1.864
O6 2.417 -0.550 -4.987
H11 3.262 -0.094 -4.998
H12 1.966 -0.218 -5.771
O7 -3.792 0.424 -1.106
H13 -3.160 -0.270 -1.308
H14 -3.364 1.149 -1.599
O8 -2.067 0.216 -3.444
H15 -2.425 -0.675 -3.337
H16 -2.068 0.468 -4.357
O9 0.901 -2.621 -4.484
H17 1.070 -3.559 -4.475
H18 1.076 -2.025 -5.192
O10 0.999 2.719 -0.580
H19 1.919 2.931 -0.763
H20 1.046 2.111 0.164
O11 4.297 -3.071 3.013
H21 4.623 -3.363 2.154
H22 3.972 -2.187 2.785
O12 -1.689 -2.503 -2.973
H23 -0.756 -2.627 -3.190
H24 -1.763 -2.530 -1.992
O13 -2.797 2.556 2.806
H25 -2.875 1.618 3.009
H26 -2.336 2.638 1.951
O14 -0.553 2.424 4.472
H27 -1.306 2.584 3.879
H28 -0.286 1.538 4.584
O15 -1.378 5.623 -1.336
H29 -1.249 5.156 -0.504
H30 -0.510 5.627 -1.748
O16 -1.860 -1.041 1.734
H31 -2.677 -1.542 1.737
H32 -1.071 -1.529 1.503
O17 -1.964 1.122 0.513
H33 -2.541 1.746 0.069
H34 -2.539 0.439 0.857

Summary:
charge: 0
energy above the lowest of the compared OMol25 structures with the same formula, charge and spin: 398.5 kJ/mol
HOMO: -10.381 eV

=====

No. 5
The following is a DFT calculation (ωB97M-V/def2-TZVPD) of a cluster of 5 separate species, C12H12Cl17N2 in total at a distorted geometry.

Positions of all 43 atoms, in Å:
C1 -3.303 0.321 -2.136
C2 -2.567 -1.019 -2.499
C3 -3.468 -2.318 -2.367
C4 -1.217 -1.264 -1.699
C5 -1.140 -0.431 -0.347
C6 -2.159 -0.799 0.656
C7 -2.051 0.011 1.888
C8 -0.956 0.952 1.830
Cl1 -0.735 1.990 3.273
N1 -0.077 1.152 0.846
N2 -0.164 0.468 -0.279
H1 -4.066 0.563 -2.915
H2 -2.597 1.175 -1.951
H3 -3.893 0.124 -1.194
H4 -2.284 -0.939 -3.583
H5 -4.544 -2.068 -2.214
H6 -3.065 -2.982 -1.567
H7 -3.363 -2.896 -3.324
H8 -0.382 -0.964 -2.396
H9 -1.020 -2.330 -1.434
H10 -2.950 -1.560 0.520
H11 -2.748 -0.112 2.741
H12 0.687 1.844 0.946
C9 3.575 1.562 1.894
Cl2 2.958 0.413 3.098
Cl3 2.562 3.027 1.892
Cl4 5.236 2.002 2.300
Cl5 3.528 0.816 0.288
C10 1.019 0.920 -5.199
Cl6 1.551 2.441 -5.929
Cl7 1.020 1.081 -3.430
Cl8 -0.621 0.538 -5.753
Cl9 2.121 -0.382 -5.671
C11 4.042 -3.012 -0.493
Cl10 5.090 -2.812 0.920
Cl11 2.370 -2.602 -0.050
Cl12 4.591 -1.940 -1.795
Cl13 4.107 -4.691 -1.045
C12 0.984 2.745 7.243
Cl14 -0.421 3.506 6.474
Cl15 0.463 1.296 8.117
Cl16 2.146 2.300 5.977
Cl17 1.742 3.875 8.371

Summary:
charge: +1
HOMO: -13.333 eV

=====

No. 6
The following is a DFT calculation (ωB97M-V/def2-TZVPD) of a structure of composition C5H8AsF12N4O6S3Ti at a distorted geometry.

Positions of all 40 atoms, in Å:
Ti1 -0.177 -0.494 -0.456
N1 0.605 -2.528 -0.167
C1 2.002 -2.456 0.325
C2 2.267 -1.066 0.858
O1 3.285 -0.678 1.324
O2 1.167 -0.260 0.690
H1 0.019 -2.997 0.521
H2 0.553 -3.065 -1.031
H3 2.704 -2.642 -0.485
H4 2.200 -3.181 1.112
F1 -4.843 0.540 -1.827
C3 -3.625 0.237 -2.200
F2 -2.776 1.189 -1.842
F3 -3.539 -0.022 -3.478
S1 -3.157 -1.322 -1.273
O3 -1.614 -1.364 -1.302
O4 -3.783 -2.435 -1.863
N2 -3.545 -0.984 0.228
S2 -2.377 -0.703 1.213
O5 -1.465 0.409 0.681
O6 -1.524 -1.827 1.521
C4 -3.187 0.060 2.718
F4 -3.771 1.165 2.329
F5 -2.194 0.312 3.546
F6 -4.029 -0.803 3.209
F7 0.171 1.341 -1.173
As1 0.992 1.039 -2.879
F8 0.670 2.603 -3.331
F9 -0.509 0.400 -3.321
F10 1.797 0.436 -4.200
F11 1.101 -0.708 -1.943
F12 2.406 1.365 -2.017
N3 3.514 2.368 0.748
C5 2.693 2.511 1.767
N4 2.966 2.011 2.955
S3 1.202 3.362 1.523
H5 4.331 1.776 0.815
H6 3.326 2.804 -0.142
H7 3.805 1.470 3.114
H8 2.338 2.136 3.733

Summary:
charge: +2
2S+1: 2
<S²>: 0.75
HOMO (alpha / beta): -17.305 / -16.898 eV

=====

Record order is preserved below.
Total energy: -365.11278, -5997.46680, -1471.84839, -1299.37816, -8396.87689, -6343.59729 Eh